ORCA calculation (the ωB97M-V functional and the def2-TZVPD basis) on a structure of composition C18H38OP2Sn.

Each line ends with the Löwdin charge.
CARTESIAN COORDINATES (ANGSTROEM)
P: 0.67879 -2.60138 0.59715  0.95
P: -0.67435 2.71701 1.02623  0.86
C: 0.79705 -0.52596 -0.21812  -0.45
C: 0.91271 0.84625 0.35563  -0.32
H: -0.16226 -0.53142 -0.81241  -0.06
H: 1.61447 -0.70737 -0.91527  0.07
H: 1.86906 1.04452 0.91301  0.10
H: 0.65443 1.61695 -0.40867  -0.02
C: -2.11945 3.04142 -0.04871  -0.38
H: -2.85604 3.56727 0.57187  0.04
H: -2.60248 2.06634 -0.30224  -0.01
H: -1.84398 3.57360 -0.97710  0.05
C: 0.76004 3.87900 1.01687  -0.33
H: 0.97609 4.40307 0.05093  0.05
H: 1.69156 3.38279 1.39663  0.04
H: 0.47389 4.59504 1.82582  0.04
C: -0.48270 -3.81321 -0.28944  -0.31
H: -0.53130 -4.66411 0.39353  0.03
H: -0.18297 -4.14102 -1.29840  0.04
H: -1.51076 -3.41894 -0.32049  0.02
C: 2.33736 -2.94673 -0.02173  -0.35
H: 2.99569 -2.14764 0.37027  0.05
H: 2.43073 -3.00778 -1.12133  0.03
H: 2.62270 -3.88868 0.48020  0.04
Sn: -1.13721 -0.07365 1.17034  1.09
C: 0.08961 1.08975 -2.53580  -0.13
C: -1.19448 0.92773 -2.17959  -0.18
C: -2.26482 0.32127 -3.03477  -0.17
C: -1.97375 -1.16018 -3.29579  -0.17
C: -1.05934 -1.80873 -2.29225  -0.15
C: 0.26179 -1.90905 -2.51896  -0.18
C: 1.11240 -1.11296 -3.48272  -0.16
C: 0.71124 0.37732 -3.68361  -0.18
C: -1.79768 -1.40029 2.81714  -0.33
H: 0.70299 1.97450 -2.21693  0.13
H: -1.62320 1.60153 -1.46791  0.00
H: -2.32885 0.80230 -4.02759  0.12
H: -3.20169 0.43904 -2.46305  0.11
H: -2.93161 -1.70012 -3.27764  0.12
H: -1.47426 -1.24248 -4.27539  0.11
H: -1.54418 -2.33284 -1.46499  0.06
H: 0.80867 -2.74953 -2.05931  0.05
H: 1.06530 -1.52423 -4.51229  0.12
H: 2.15172 -1.16906 -3.10638  0.11
H: 1.65481 0.91163 -3.91966  0.12
H: 0.01507 0.44412 -4.54636  0.11
H: -1.19833 -1.25214 3.71904  -0.03
H: -1.73844 -2.44087 2.48335  -0.04
H: -2.82731 -1.10313 2.99588  -0.03
C: -0.09202 1.17438 4.60771  -0.08
C: 0.93119 1.22899 3.49202  -0.63
C: 2.33593 0.90660 4.05053  -0.06
O: 0.62709 0.24885 2.57363  -0.43
H: -0.05072 0.15284 5.03445  0.08
H: -1.10187 1.36580 4.20235  0.07
H: 0.21714 1.93415 5.31543  0.07
H: 0.96028 2.23270 3.01962  0.07
H: 2.30261 -0.09449 4.50948  0.08
H: 3.13347 0.97203 3.27690  0.07
H: 2.61016 1.62914 4.82893  0.07

Cartesian forces, eV/Å:
P -0.33 1.74 1.21
P 0.06 -1.57 2.44
C -1.75 -1.60 -1.01
C 2.43 2.25 -0.67
H 1.94 0.02 0.31
H 0.07 -0.01 0.05
H -1.42 0.08 -0.55
H 1.20 -1.39 0.20
C 0.18 0.42 -0.94
H 0.30 0.26 -0.26
H 0.39 0.82 0.53
H -0.59 -0.02 0.35
C 0.19 0.92 -0.40
H -0.15 -0.29 0.86
H -1.03 0.15 -0.58
H 0.32 -0.13 -0.79
C 0.24 0.35 0.04
H 0.28 -0.02 0.01
H -0.24 0.05 0.51
H 0.54 -0.40 0.34
C 0.66 -0.44 0.06
H -0.31 -0.45 -0.21
H 0.17 -0.09 0.55
H 0.18 0.24 -0.54
Sn -1.46 -0.42 3.05
C -0.47 1.22 -0.64
C 0.48 2.19 -1.47
C 0.10 -0.83 0.52
C -0.08 0.10 0.03
C 0.22 -0.57 -1.27
C -0.55 -1.33 -0.67
C -0.47 0.04 -0.27
C 0.51 0.06 -0.48
C 0.44 0.02 -0.09
H -0.72 -1.20 0.43
H 0.59 -0.19 0.04
H -0.15 0.26 0.58
H 0.14 -0.05 -0.57
H 0.37 -0.08 -0.42
H -0.52 -0.19 0.21
H 0.34 0.43 -0.92
H -0.28 1.12 0.14
H 0.35 -0.23 0.58
H -0.41 -0.02 -0.39
H -0.64 -0.25 -0.31
H 0.47 0.01 0.26
H -0.10 -0.15 -0.24
H -0.19 0.02 0.16
H -0.35 -0.15 0.08
C 0.13 0.04 -0.24
C 0.40 -0.86 -0.23
C 0.10 0.47 0.01
O -0.92 -0.89 -0.77
H -0.11 0.65 0.00
H 0.38 0.01 0.33
H -0.45 0.09 0.65
H -0.07 -0.09 0.33
H 0.16 0.27 -0.32
H -0.61 -0.27 0.33
H -0.01 -0.06 0.02

Properties
gap between HOMO and LUMO (alpha / beta) = 6.29 / 6.14 eV
E_LUMO (alpha / beta) = -0.13 / -0.15 eV
molecular weight = 451.2 g mol⁻¹
HOMO level (alpha / beta) = -6.43 / -6.29 eV
max |F| = 3.4 eV Å⁻¹
2S+1 = 1
relative energy (zero: lowest compared OMol25 entry of this formula, charge and spin) = 0.0 kJ/mol